No. 1
{
  "formula": "C30H36O16",
  "method": "the ωB97M-V functional and the def2-TZVPD basis",
  "charge": 0,
  "e_lumo_ev": -2.6126,
  "homo_ev": -8.56,
  "homo_lumo_gap_ev": 5.95,
  "spin_multiplicity": 1,
  "symbols": ["O", "C", "C", "C", "O", "C", "O", "C", "C", "O", "H", "H", "H", "H", "O", "C", "C", "C", "O", "C", "O", "C", "C", "O", "H", "H", "H", "H", "O", "C", "C", "C", "O", "C", "O", "C", "C", "O", "H", "H", "H", "H", "C", "C", "C", "O", "H", "H", "H", "H", "H", "H", "C", "C", "C", "O", "H", "H", "H", "H", "H", "H", "C", "C", "C", "O", "H", "H", "H", "H", "H", "H", "C", "C", "C", "O", "H", "H", "H", "H", "H", "H"],
  "positions_angstrom": [[1.18, -0.53, 4.83], [1.04, -1.59, 5.37], [2.13, -2.56, 5.33], [1.98, -3.86, 5.95], [2.82, -4.82, 5.97], [0.66, -4.24, 6.65], [0.43, -5.38, 6.95], [-0.37, -3.24, 6.69], [-0.23, -1.89, 6.06], [-1.23, -0.94, 6.04], [3.01, -2.37, 4.76], [3.62, -4.59, 5.37], [-1.29, -3.52, 7.16], [-1.22, -0.38, 5.34], [6.65, 6.27, -2.27], [6.10, 5.31, -1.61], [7.01, 4.27, -1.07], [6.49, 3.10, -0.26], [7.30, 2.40, 0.51], [5.00, 2.96, -0.08], [4.62, 2.02, 0.68], [4.15, 3.95, -0.59], [4.70, 5.02, -1.49], [3.90, 5.94, -2.08], [8.11, 4.27, -1.24], [8.24, 2.67, 0.52], [3.15, 3.67, -0.53], [4.23, 6.43, -2.67], [1.97, 1.19, -0.53], [0.94, 1.11, 0.03], [-0.39, 0.83, -0.64], [-1.60, 0.67, 0.33], [-2.89, 0.37, -0.17], [-1.48, 0.45, 1.79], [-2.45, 0.06, 2.49], [-0.23, 0.93, 2.39], [0.93, 1.31, 1.44], [2.11, 1.67, 2.01], [-0.59, 0.83, -1.57], [-2.97, 0.46, -1.06], [-0.31, 1.00, 3.50], [2.84, 1.59, 1.40], [-3.17, -3.01, -0.51], [-1.88, -3.33, -1.17], [-1.68, -3.28, -2.63], [-0.96, -3.67, -0.45], [-3.83, -3.66, -0.24], [-3.80, -2.29, -0.75], [-2.92, -2.71, 0.63], [-0.76, -3.77, -3.03], [-1.53, -2.25, -3.11], [-2.36, -3.81, -3.16], [1.75, -0.74, -4.26], [1.98, 0.69, -4.45], [3.27, 1.23, -3.97], [1.17, 1.37, -5.00], [0.75, -0.91, -4.38], [2.10, -0.86, -3.19], [2.32, -1.26, -5.10], [3.29, 1.16, -2.90], [3.44, 2.32, -4.04], [3.99, 0.58, -4.69], [-5.44, -1.37, 3.35], [-5.80, -0.96, 1.95], [-5.83, 0.49, 1.44], [-6.21, -1.82, 1.20], [-4.29, -1.39, 3.41], [-5.69, -2.39, 3.63], [-5.84, -0.68, 4.18], [-5.59, 0.61, 0.44], [-5.31, 0.97, 2.27], [-6.84, 1.10, 1.62], [-2.18, 1.01, -5.16], [-3.33, 0.41, -4.32], [-4.22, -0.58, -4.94], [-3.25, 0.58, -3.00], [-2.11, 0.48, -6.27], [-1.21, 1.14, -4.60], [-2.56, 1.89, -5.37], [-3.69, -1.03, -5.64], [-5.06, 0.09, -5.41], [-4.73, -1.18, -4.08]]
}


No. 2
{
  "formula": "C30H37BrI2N9O5Pb",
  "method": "the ωB97M-V functional and the def2-TZVPD basis",
  "charge": 1,
  "e_lumo_ev": -3.9735,
  "homo_ev": -9.83,
  "homo_lumo_gap_ev": 5.85,
  "spin_multiplicity": 1,
  "symbols": ["Pb", "C", "N", "C", "C", "O", "C", "O", "C", "C", "O", "N", "C", "C", "H", "H", "H", "H", "H", "H", "H", "H", "H", "H", "H", "H", "H", "H", "H", "H", "N", "C", "C", "C", "N", "C", "N", "Br", "C", "C", "N", "C", "C", "C", "C", "O", "O", "H", "H", "H", "I", "C", "C", "C", "C", "C", "N", "H", "H", "H", "H", "C", "C", "N", "C", "C", "N", "C", "C", "H", "H", "H", "H", "H", "H", "H", "H", "H", "H", "H", "H", "I", "C", "H", "H"],
  "positions_angstrom": [[0.00, -0.27, 0.52], [-0.83, -3.22, -3.71], [-0.95, -1.76, -3.71], [-1.92, -1.21, -4.64], [-0.18, -1.03, -2.90], [0.67, -1.51, -2.14], [-0.40, 0.48, -2.93], [0.37, 1.18, -1.97], [1.62, 1.68, -2.38], [2.80, 1.14, -1.57], [2.64, 0.39, -0.61], [4.02, 1.57, -1.95], [4.27, 2.51, -3.04], [5.20, 1.13, -1.21], [-0.62, -3.57, -4.72], [-0.03, -3.51, -3.05], [-1.77, -3.66, -3.36], [-1.49, -1.09, -5.64], [-2.77, -1.89, -4.71], [-2.30, -0.24, -4.31], [-0.20, 0.87, -3.94], [-1.44, 0.69, -2.69], [1.79, 1.48, -3.44], [1.59, 2.76, -2.24], [3.38, 3.06, -3.31], [5.02, 3.24, -2.71], [4.66, 2.00, -3.92], [5.01, 0.19, -0.72], [6.03, 1.01, -1.91], [5.49, 1.87, -0.45], [-0.31, -1.29, 2.63], [-0.97, -1.30, 3.59], [-1.76, -1.27, 4.72], [-2.91, -0.43, 4.69], [-3.83, 0.27, 4.61], [-1.39, -2.04, 5.86], [-1.05, -2.67, 6.76], [-6.53, -1.42, -3.73], [-5.82, -0.38, -2.32], [-6.55, 0.67, -1.79], [-6.08, 1.43, -0.80], [-4.87, 1.18, -0.32], [-4.07, 0.15, -0.81], [-4.56, -0.66, -1.83], [-2.69, -0.08, -0.29], [-2.18, 0.77, 0.49], [-2.05, -1.10, -0.69], [-7.54, 0.90, -2.16], [-4.51, 1.81, 0.48], [-3.97, -1.48, -2.20], [2.93, -2.57, -0.33], [1.30, -3.85, 0.16], [1.45, -5.22, 0.15], [0.31, -5.94, 0.47], [-0.86, -5.27, 0.79], [-0.87, -3.88, 0.78], [0.22, -3.18, 0.46], [2.39, -5.69, -0.09], [0.35, -7.03, 0.49], [-1.76, -5.82, 1.05], [-1.75, -3.31, 1.03], [0.55, 1.69, 3.47], [0.87, 2.98, 4.27], [1.05, 4.11, 3.35], [-0.15, 4.25, 2.52], [-0.35, 2.99, 1.65], [0.66, 1.96, 2.01], [2.00, 2.51, 1.74], [2.19, 3.85, 2.49], [-0.46, 1.34, 3.67], [1.24, 0.88, 3.72], [1.78, 2.87, 4.85], [0.06, 3.22, 4.96], [-0.04, 5.14, 1.91], [-1.01, 4.40, 3.19], [-0.23, 3.21, 0.58], [-1.34, 2.55, 1.78], [2.10, 2.64, 0.66], [2.74, 1.76, 2.05], [2.28, 4.68, 1.78], [3.10, 3.84, 3.10], [5.00, -1.83, 2.47], [3.07, -1.71, 1.63], [2.81, -0.66, 1.48], [2.34, -2.25, 2.23]]
}


No. 3
{
  "formula": "C30H37BrN12W",
  "method": "the ωB97M-V functional and the def2-TZVPD basis",
  "charge": 4,
  "e_lumo_ev": [-11.4834, -12.5299],
  "homo_ev": [-18.09, -18.09],
  "homo_lumo_gap_ev": [6.61, 5.56],
  "spin_multiplicity": 3,
  "s2": 2.03,
  "symbols": ["W", "N", "C", "C", "N", "C", "C", "N", "H", "H", "H", "H", "H", "H", "H", "H", "H", "H", "H", "H", "H", "N", "C", "C", "C", "C", "C", "N", "C", "C", "C", "C", "C", "N", "H", "H", "H", "H", "H", "H", "H", "H", "H", "Br", "C", "C", "C", "C", "C", "N", "H", "H", "H", "H", "C", "C", "N", "C", "C", "N", "C", "N", "N", "N", "C", "C", "C", "C", "C", "C", "H", "H", "H", "H", "H", "H", "H", "H", "H", "H", "H"],
  "positions_angstrom": [[-0.28, 1.96, -1.08], [0.79, 3.82, -0.77], [2.24, 3.74, -0.39], [2.67, 2.30, -0.21], [1.92, 1.48, -1.20], [2.18, 0.02, -1.10], [1.07, -0.70, -1.85], [-0.22, -0.22, -1.26], [0.77, 4.39, -1.68], [0.28, 4.35, -0.07], [2.42, 4.32, 0.51], [2.81, 4.20, -1.19], [2.42, 1.93, 0.78], [3.74, 2.19, -0.34], [2.21, 1.80, -2.13], [2.16, -0.25, -0.04], [3.17, -0.23, -1.50], [1.15, -1.78, -1.73], [1.09, -0.46, -2.91], [-0.34, -0.76, -0.37], [-0.98, -0.55, -1.86], [-1.89, 2.54, -0.12], [-1.52, 2.31, 1.20], [-2.18, 2.54, 2.39], [-1.52, 2.15, 3.55], [-0.28, 1.54, 3.48], [0.32, 1.35, 2.25], [-0.29, 1.75, 1.13], [-1.44, 2.37, -2.72], [-2.52, 2.69, -3.52], [-2.27, 2.67, -4.89], [-1.01, 2.35, -5.38], [0.02, 2.04, -4.50], [-0.25, 2.08, -3.19], [-2.80, 2.92, -0.33], [-3.15, 3.01, 2.41], [-1.99, 2.32, 4.51], [0.23, 1.21, 4.38], [1.28, 0.86, 2.16], [-3.50, 2.93, -3.12], [-3.07, 2.90, -5.58], [-0.82, 2.33, -6.44], [1.02, 1.79, -4.83], [3.02, 3.74, -3.94], [1.90, 5.29, -4.01], [2.13, 6.21, -5.01], [1.33, 7.34, -5.02], [0.34, 7.49, -4.06], [0.20, 6.50, -3.10], [0.97, 5.40, -3.07], [2.92, 6.06, -5.73], [1.48, 8.10, -5.78], [-0.30, 8.36, -4.04], [-0.55, 6.59, -2.33], [1.46, -3.88, 0.76], [0.04, -3.48, 0.99], [-0.49, -2.30, 0.76], [-1.82, -2.39, 1.15], [-2.09, -3.63, 1.61], [-0.90, -4.33, 1.51], [-0.71, -5.71, 1.86], [-0.46, -5.88, 3.29], [0.46, -5.00, 3.92], [0.63, -5.35, 5.10], [-0.15, -6.49, 5.35], [-0.28, -7.25, 6.47], [-1.15, -8.38, 6.38], [-1.84, -8.70, 5.20], [-1.71, -7.94, 4.07], [-0.84, -6.81, 4.15], [1.99, -3.05, 0.30], [1.54, -4.74, 0.10], [1.95, -4.12, 1.70], [-2.50, -1.56, 1.07], [-2.99, -4.08, 1.99], [0.14, -6.11, 1.31], [-1.60, -6.29, 1.60], [0.25, -7.02, 7.39], [-1.28, -9.01, 7.26], [-2.48, -9.57, 5.19], [-2.24, -8.20, 3.16]]
}


no.,energy (a.u.),molecular weight (g/mol)
1,-2368.09275,652.6
2,-5396.35080,1144.6
3,-4462.25305,829.5